No. 1
Below is an isolated molecule of C20H24FN5O2S at a distorted geometry, with properties calculated with ωB97M-V/def2-TZVPD.

The geometry in XYZ format:
```
53
C20H24FN5O2S (ωB97M-V/def2-TZVPD)
C 0.2373 5.6349 -1.2935
C -0.1849 4.2577 -1.4009
N 0.6391 3.3033 -1.4204
C 0.8287 2.6298 -2.5877
C -0.3231 1.2714 -2.7881
C 1.3253 2.8773 -0.4615
O 2.3387 1.7694 -0.5683
C 1.6285 3.4967 0.9609
S 1.6105 2.2649 2.3338
C 0.0363 1.4673 1.5573
N -0.9696 2.0161 1.1226
N -1.8263 1.1503 0.8398
C -1.7475 0.1634 1.5345
C -2.6034 -1.0384 1.6486
N -2.0285 -2.3703 1.0853
C -1.5606 -2.5539 -0.1302
C -1.8710 -1.5733 -1.2514
C -1.7212 -1.8605 -2.4911
C -1.0478 -2.9485 -3.0115
F -0.7593 -3.2007 -4.1427
C -0.6859 -3.8818 -1.9989
C -0.9729 -3.7552 -0.4166
N -0.4987 0.2153 1.9723
C 0.3254 -0.7049 2.7665
C 1.2009 -1.7443 1.8745
C 1.7344 -1.2555 0.7496
C 2.3898 -2.4934 0.1206
C 1.7450 -3.3689 1.1264
O 1.1088 -2.9607 2.1156
H 1.0420 5.6926 -0.5612
H 0.8287 5.6139 -2.2129
H -0.4407 6.3727 -1.2619
H -0.9778 4.1092 -1.9518
H -0.7346 3.9380 -0.2258
H 0.5239 3.4137 -3.3303
H 1.7827 2.1026 -2.7472
H -1.3733 1.7252 -2.5979
H -0.3705 0.8614 -3.8385
H 0.0724 0.5979 -1.9068
H 0.6930 4.1209 1.0741
H 2.5183 3.9948 1.2778
H -3.4603 -0.8036 1.1080
H -2.7785 -1.2389 2.5801
H -1.5873 -2.7590 1.8874
H -2.6743 -0.7113 -0.9722
H -2.0251 -1.0086 -3.1297
H -0.4126 -4.7843 -2.1594
H -0.5410 -4.4710 0.0949
H -0.2622 -1.3745 3.2484
H 1.1750 -0.2874 3.5727
H 2.0047 -0.4056 0.2751
H 3.1473 -2.7214 -0.6401
H 1.8247 -4.4775 1.0806
```

Calculated values
* structure (SMILES): CCN(CC)C(=O)CSc1nnc(CNc2ccc(F)cc2)n1C[C@@]12C=CC1O2
* E_LUMO: 0.49 eV
* energy above the lowest of the compared OMol25 structures with the same formula, charge and spin: 396.4 kcal/mol
* orbital gap: 7.9 eV

No. 2
Below is a cluster of 9 separate species, C18H54O9 in total at a distorted geometry, with properties calculated with ωB97M-V/def2-TZVPD.

The geometry in XYZ format:
```
81
C18H54O9 (ωB97M-V/def2-TZVPD)
C 0.7235 -0.8309 -0.6861
C 1.1788 -0.5061 0.7466
O 0.0047 -0.5426 1.5512
H 0.3021 -1.8287 -0.8084
H 1.5695 -0.8877 -1.3710
H 0.0057 -0.0909 -1.0402
H 1.5473 0.5177 0.8113
H 1.9311 -1.1835 1.1507
H 0.0081 0.2119 2.1447
C -2.7055 -4.7005 6.6854
C -3.2377 -4.7343 5.2987
O -2.1635 -4.7746 4.4268
H -1.7083 -4.2772 6.8053
H -2.5148 -5.7016 7.0720
H -3.3172 -4.2050 7.4393
H -3.7307 -3.7887 5.0731
H -4.0069 -5.4973 5.1787
H -2.1037 -3.9035 4.0278
C 0.8809 7.5892 2.9508
C 0.1197 8.3513 3.9811
O 0.2306 9.7212 3.6920
H 1.9525 7.7830 2.9983
H 0.4629 7.7764 1.9617
H 0.8171 6.5116 3.1015
H 0.4225 8.1648 5.0115
H -0.9376 8.1101 3.8717
H -0.2087 10.2554 4.3578
C -1.4794 -4.3590 -6.0970
C -2.3874 -3.2450 -6.5461
O -1.7864 -2.3004 -7.3577
H -2.0823 -5.0447 -5.5016
H -0.6563 -4.0240 -5.4658
H -1.0562 -4.8039 -6.9975
H -2.6852 -2.7866 -5.6031
H -3.3026 -3.5970 -7.0221
H -2.4278 -1.6434 -7.6379
C -3.5067 3.3257 7.4145
C -2.5796 2.1200 7.3429
O -1.4040 2.5806 6.7072
H -3.2156 4.0280 8.1956
H -4.5297 3.0832 7.7023
H -3.5779 3.9971 6.5589
H -3.0739 1.3397 6.7642
H -2.3342 1.7100 8.3225
H -1.0350 3.2114 7.3298
C -4.7462 3.8471 1.5069
C -5.6448 2.6357 1.6563
O -6.9007 2.9024 1.0922
H -5.1377 4.6913 2.0745
H -4.6279 4.1593 0.4692
H -3.7418 3.5512 1.8096
H -5.7472 2.3159 2.6933
H -5.2156 1.7624 1.1651
H -7.1949 2.1300 0.6038
C 4.9529 -6.2629 -0.8537
C 5.6036 -7.6608 -0.8596
O 5.5784 -7.9979 -2.2433
H 4.8561 -5.8595 0.1542
H 3.9776 -6.2753 -1.3403
H 5.5610 -5.5156 -1.3634
H 5.0992 -8.4277 -0.2717
H 6.6464 -7.6572 -0.5423
H 6.0728 -7.3231 -2.7143
C 5.2449 -4.5123 -6.5481
C 6.7210 -4.5882 -6.9142
O 7.4230 -5.0163 -5.7518
H 5.0124 -3.8089 -5.7485
H 4.9364 -5.4610 -6.1088
H 4.5612 -4.3534 -7.3820
H 7.0836 -3.6036 -7.2096
H 6.8827 -5.2973 -7.7261
H 8.3398 -5.1897 -5.9778
C -0.5176 6.7213 -4.0841
C 0.4257 5.5458 -4.2315
O 1.7869 6.0131 -4.1046
H -1.4560 6.3512 -3.6710
H -0.7670 7.1599 -5.0503
H -0.1407 7.5124 -3.4358
H 0.3942 5.1102 -5.2301
H 0.3097 4.7332 -3.5143
H 1.9665 6.5367 -4.8890
```

Calculated values
* structure (SMILES): CCO.CCO.CCO.CCO.CCO.CCO.CCO.CCO.CCO
* E_LUMO: 0.24 eV
* energy above the lowest of the compared OMol25 structures with the same formula, charge and spin: 117.6 kcal/mol
* orbital gap: 10.2 eV

No. 3
Below is an isolated molecule of C5H8O, with properties calculated with ωB97M-V/def2-TZVPD.

The geometry in XYZ format:
```
14
C5H8O (ωB97M-V/def2-TZVPD)
C -1.1635 1.0152 -1.6325
C -0.0239 0.2871 -1.0496
C -0.4407 -0.7307 -0.0504
C 0.4049 -0.6968 1.2053
C 1.7722 -0.1822 1.2206
O 0.6828 0.6080 1.6935
H -2.1854 0.6783 -1.3914
H -1.0444 1.1911 -2.7062
H -1.0205 2.0134 -1.1781
H -1.5121 -0.7404 0.2215
H -0.2471 -1.6756 -0.5948
H 0.1104 -1.4053 1.9814
H 2.4596 -0.5181 1.9963
H 2.2079 0.1559 0.2844
```

Calculated values
* E_LUMO: 0.25 eV
* energy above the lowest of the compared OMol25 structures with the same formula, charge and spin: 113.7 kcal/mol
* orbital gap: 8.6 eV

No. 4
Below is a cluster of 3 separate species, C16H32N2O5P in total, with properties calculated with ωB97M-V/def2-TZVPD.

The geometry in XYZ format:
```
56
C16H32N2O5P (ωB97M-V/def2-TZVPD)
C 3.6175 1.4387 0.1750
P 2.5926 -0.0513 -0.1774
C 0.8811 0.6020 -0.0694
C 2.7510 -0.9438 1.4819
O 1.6415 -0.7385 2.3500
C 1.9759 -1.0728 3.6724
C 2.3762 -2.5507 3.8312
N 2.7968 -3.2201 2.5419
C 2.8360 -2.4386 1.2200
C 4.0328 -2.9500 0.4262
C 5.3987 -2.5548 0.9833
N 5.4715 -2.8627 2.4312
H 4.0829 1.7602 -0.7562
H 3.0468 2.2667 0.5949
H 4.4203 1.1892 0.8717
H 0.8848 1.6699 0.1478
H 0.3062 0.0982 0.7036
H 0.3774 0.4536 -1.0224
H 3.6526 -0.5677 1.9861
H 2.7886 -0.4257 4.0234
H 1.1050 -0.8754 4.2949
H 1.5596 -3.1436 4.2355
H 3.2203 -2.6325 4.5127
H 2.1889 -4.0215 2.3914
H 3.7667 -3.5542 2.6782
H 1.9216 -2.6978 0.6808
H 3.9117 -2.6136 -0.6029
H 3.9857 -4.0451 0.4097
H 6.1511 -3.1544 0.4725
H 5.6331 -1.5096 0.7657
H 5.3853 -2.0115 2.9790
H 6.3835 -3.2354 2.6693
O -1.9919 1.4717 -1.3460
C -2.8294 1.4782 -0.4873
O -4.0132 0.8532 -0.6509
C -4.8921 1.1308 0.4587
C -3.9638 1.5134 1.6078
C -2.8028 2.1668 0.8628
H -5.5537 1.9480 0.1677
H -5.4852 0.2391 0.6409
H -4.4466 2.1602 2.3364
H -3.6209 0.6143 2.1221
H -2.9717 3.2318 0.6897
H -1.8285 2.0466 1.3301
O -7.0871 3.2376 -5.1793
C -5.9937 2.8016 -4.9807
O -5.3041 3.0695 -3.8426
C -3.9903 2.4872 -3.8975
C -4.0942 1.3611 -4.9212
C -5.1535 1.9058 -5.8741
H -3.2838 3.2602 -4.2091
H -3.7291 2.1437 -2.9037
H -3.1399 1.1335 -5.3910
H -4.4603 0.4562 -4.4341
H -4.7246 2.5299 -6.6610
H -5.7832 1.1525 -6.3395
```

Calculated values
* E_LUMO: -2.74 eV
* orbital gap: 8.5 eV
* total charge: +1

No. 5
Below is a structure of composition C23H27N5Sr, with properties calculated with ωB97M-V/def2-TZVPD.

The geometry in XYZ format:
```
56
C23H27N5Sr (ωB97M-V/def2-TZVPD)
Sr -0.7735 0.0287 0.6615
C -3.0852 -0.1463 -1.5489
C -2.6603 1.1384 -2.2868
C -1.1926 1.5900 -2.3304
N -0.5657 1.8006 -1.0402
C -0.0224 2.9463 -0.6920
C -0.3395 4.1717 -1.3451
C 0.2398 5.4222 -1.3228
C 1.3780 5.8729 -0.6688
C 2.1450 5.1179 0.2004
C 1.9440 3.8424 0.6959
C 0.9259 2.8749 0.4858
N 0.8324 1.7915 1.2218
C 1.7591 1.5394 2.3060
C 1.4492 0.2457 3.0816
C 1.8552 -1.0997 2.4529
N 0.9461 -1.5387 1.4145
C 1.1072 -2.6940 0.8133
C 2.1908 -3.5592 1.1214
C 2.4593 -4.8762 0.7976
C 1.7206 -5.7862 0.0621
C 0.5471 -5.4937 -0.6183
C -0.1020 -4.2912 -0.8014
C 0.1557 -2.9720 -0.3308
N -0.4513 -1.9129 -0.8197
C -1.1258 -1.9126 -2.1020
C -2.6117 -1.5201 -2.0680
H -4.1742 -0.1776 -1.6580
H -2.9844 -0.0483 -0.4567
H -3.2532 1.9591 -1.8698
H -2.9829 1.0292 -3.3278
H -1.1485 2.4606 -2.9909
H -0.6085 0.8157 -2.8377
H -1.2093 4.1021 -1.9862
H -0.2605 6.1599 -1.9434
H 1.6911 6.8910 -0.8616
H 3.0331 5.6111 0.5843
H 2.7037 3.5228 1.3968
H 1.7569 2.3712 3.0247
H 2.7912 1.4646 1.9316
H 0.3838 0.2207 3.3541
H 1.9840 0.3192 4.0322
H 1.9187 -1.8443 3.2591
H 2.8772 -0.9904 2.0595
H 2.9409 -3.1018 1.7529
H 3.3829 -5.2607 1.2201
H 2.0893 -6.8023 0.0050
H 0.0784 -6.3369 -1.1174
H -0.9836 -4.3592 -1.4264
H -1.0657 -2.8666 -2.6336
H -0.5940 -1.1973 -2.7373
H -3.1488 -2.2838 -1.4956
H -2.9736 -1.6057 -3.0983
N -3.6800 -0.2124 3.5419
C -2.9718 -0.1433 2.6310
H -4.3178 -0.2764 4.3083
```

Calculated values
* E_LUMO: 0.18 eV
* energy above the lowest of the compared OMol25 structures with the same formula, charge and spin: 0.0 kcal/mol
* orbital gap: 6.5 eV

No. 6
Below is a structure of composition C28H40BLaN9O4Se at a distorted geometry, with properties calculated with ωB97M-V/def2-TZVPD.

The geometry in XYZ format:
```
84
C28H40BLaN9O4Se (ωB97M-V/def2-TZVPD)
La -0.0916 -0.1179 -0.0973
C -0.2923 -4.3529 -3.0830
C 0.7070 -3.9349 -1.9968
C 1.3877 -2.6325 -2.3910
C -0.0283 -3.8666 -0.6914
C -0.3678 -5.0028 0.0580
C -1.1678 -4.5249 1.0665
N -1.2818 -3.1972 0.9248
N -0.5766 -2.7815 -0.1430
B -2.2086 -2.3339 1.7959
N -3.0795 -1.4275 0.9189
C -4.4155 -1.4880 0.8427
C -4.8490 -0.4982 -0.0101
C -3.6773 0.1434 -0.4312
N -2.6210 -0.4310 0.1446
C -3.5488 1.3223 -1.3449
C -4.6151 1.3108 -2.4365
C -3.5999 2.6129 -0.5215
N -1.4026 -1.4782 2.7809
C -1.4520 -1.6186 4.1122
C -0.6637 -0.6470 4.6832
C -0.1516 0.0730 3.5974
N -0.6035 -0.4474 2.4547
C 0.7134 1.2871 3.6283
C 1.4463 1.4252 4.9593
C -0.1503 2.5203 3.3493
H 0.2295 -4.5406 -4.0189
H -1.0180 -3.5583 -3.2364
H -0.8204 -5.2591 -2.7937
H 1.4637 -4.7280 -1.9054
H 0.6624 -1.8195 -2.4314
H 1.8350 -2.7360 -3.3780
H 2.1720 -2.3833 -1.6821
H -0.0630 -6.0146 -0.1243
H -1.6697 -5.0411 1.8590
H -2.9102 -3.0523 2.4320
H -4.9698 -2.2234 1.3934
H -5.8608 -0.2778 -0.2863
H -2.5705 1.2612 -1.8249
H -5.6088 1.4637 -2.0203
H -4.5888 0.3610 -2.9640
H -4.4122 2.1037 -3.1507
H -4.5512 2.6919 0.0042
H -3.4834 3.4768 -1.1725
H -2.7919 2.6127 0.2096
H -2.0401 -2.3918 4.5659
H -0.4879 -0.4820 5.7260
H 1.4500 1.2037 2.8249
H 0.7481 1.6605 5.7611
H 2.1737 2.2295 4.8960
H 1.9693 0.5022 5.2032
H -0.8590 2.6636 4.1641
H -0.7063 2.3868 2.4188
H 0.4845 3.3994 3.2708
O -0.4499 3.8471 -4.9954
C -0.1115 4.5669 -3.9466
O 0.1499 5.7475 -4.0422
C -0.0849 3.8791 -2.6297
C 0.1950 4.5049 -1.4225
N 0.0948 3.5855 -0.4570
N -0.2047 2.3842 -0.9510
C -0.3119 2.5251 -2.2704
C -0.5583 1.2860 -3.0985
O -0.8334 1.4205 -4.3030
O -0.4518 0.1920 -2.4928
H -0.6288 2.8629 -4.7724
H 0.4574 5.5266 -1.2344
H 0.4148 3.6557 0.5068
C 5.4104 1.0290 -0.7393
C 4.9402 -0.0004 0.2812
C 6.0833 -0.9725 0.5692
C 3.7145 -0.7626 -0.2377
H 6.2434 1.5990 -0.3376
H 4.6109 1.7175 -0.9909
H 5.7360 0.5326 -1.6531
H 4.6670 0.5110 1.2092
H 6.4136 -1.4372 -0.3597
H 5.7800 -1.7582 1.2578
H 6.9211 -0.4358 1.0067
H 3.8116 -0.8850 -1.3242
H 3.6982 -1.7648 0.2121
Se 2.7704 2.5301 0.9075
C 1.9457 0.9020 0.3872
N 2.3886 -0.2118 0.0085
```

Calculated values
* E_LUMO: 2.28 eV
* energy above the lowest of the compared OMol25 structures with the same formula, charge and spin: 24.5 kcal/mol
* orbital gap: 5.6 eV
* total charge: -1

No. 7
Below is a structure of composition C42H46N5Sr at a distorted geometry, with properties calculated with ωB97M-V/def2-TZVPD.

The geometry in XYZ format:
```
94
C42H46N5Sr (ωB97M-V/def2-TZVPD)
Sr -0.0266 0.7149 0.3012
C -3.3090 -5.4177 0.4871
C -2.3319 -5.9202 -0.5480
C -2.2062 -7.2893 -0.7826
C -1.5691 -7.7121 -1.9510
C -1.0810 -6.7758 -2.8390
C -1.0395 -5.4025 -2.5165
C -1.7648 -4.9543 -1.4397
N -1.9191 -3.5136 -1.2686
C -0.9606 -2.5801 -0.9814
N 0.3042 -2.9547 -0.6989
C 1.4452 -2.2862 -1.0986
C 1.5884 -0.8955 -1.2128
C 2.6756 -0.3858 -1.8828
C 3.6262 -1.2218 -2.4917
C 3.5588 -2.6212 -2.3227
C 2.5292 -3.1077 -1.5378
C 2.6012 -4.5863 -1.0425
N -1.2659 -1.3037 -0.7171
C -2.4133 -0.7157 -1.1572
C -2.7074 -0.4864 -2.5442
C -3.8654 0.1809 -2.9458
C -4.7878 0.6244 -1.9725
C -4.5171 0.3932 -0.6262
C -3.4052 -0.2510 -0.2103
C -3.1565 -0.5797 1.2519
H -3.6405 -6.2183 1.1344
H -4.2092 -4.9770 0.0404
H -2.7867 -4.6650 1.0627
H -2.5697 -8.0041 -0.0014
H -1.4193 -8.7982 -2.1752
H -0.7377 -7.2112 -3.7618
H -0.6761 -4.6748 -3.2599
H -2.8060 -3.1035 -1.3988
H 0.4339 -3.9695 -0.5004
H 2.8420 0.6698 -1.9826
H 4.4039 -0.7168 -3.0578
H 4.3063 -3.2842 -2.7566
H 3.6450 -4.9279 -1.1811
H 1.9550 -5.2197 -1.6229
H 2.3058 -4.6565 0.0156
H -2.1098 -0.9171 -3.3411
H -4.0301 0.3131 -4.0071
H -5.7830 1.0279 -2.2184
H -5.2571 0.7385 0.1163
H -2.7595 0.2913 1.8403
H -2.4520 -1.4149 1.2831
H -4.1193 -0.8694 1.7578
C 4.0044 0.7611 2.3038
C 2.8178 0.1941 3.0371
C 2.8641 -1.0527 3.7133
C 1.7516 -1.5349 4.4136
C 0.6025 -0.8121 4.5552
C 0.5729 0.4607 3.9974
C -0.5976 1.3349 4.3449
C 1.5956 0.8909 3.1120
N 1.2968 1.8655 2.1284
C 1.3113 3.1692 2.2623
C 1.8813 3.8650 3.4420
C 0.7732 4.0222 1.2085
C 0.4436 5.4206 1.6005
N 0.6298 3.5850 -0.0337
C 0.4935 4.4971 -1.0867
C 1.2737 5.6474 -1.3073
C 2.5084 6.0252 -0.5434
C 0.9393 6.5424 -2.3460
C -0.1512 6.2962 -3.1890
C -0.8160 5.0689 -3.0582
C -0.4870 4.1586 -2.0655
C -1.0598 2.8175 -1.9793
H 3.7883 0.7763 1.2182
H 4.9201 0.1308 2.4020
H 4.3102 1.7867 2.6028
H 3.7298 -1.6691 3.6438
H 1.7785 -2.5500 4.7935
H -0.2725 -1.2083 5.1003
H -1.4900 0.7312 4.5648
H -0.8980 2.0380 3.5470
H -0.4504 1.9160 5.2693
H 2.4018 3.1606 4.1101
H 1.0228 4.3389 3.9407
H 2.5399 4.7206 3.0936
H -0.3068 5.5516 2.4240
H -0.0469 5.8907 0.7237
H 1.3124 6.0286 1.9210
H 2.3068 6.8404 0.2285
H 3.2631 6.3318 -1.2684
H 2.8744 5.1678 0.0052
H 1.6565 7.3609 -2.5163
H -0.4451 7.0280 -3.9451
H -1.5014 4.7423 -3.8351
H -1.7587 2.6120 -2.7878
H -1.6589 2.6332 -1.0236
H -0.2625 2.0531 -1.9600
```

Calculated values
* E_LUMO: -3.74 eV
* orbital gap: 5.4 eV
* total charge: +1